## w
DFT (ωB97M-V with the def2-TZVPD basis set) results for a molecular structure, C2H13NO4.

The geometry in XYZ format:
```
20
C2H13NO4 ωB97M-V with the def2-TZVPD basis set
C -2.1096 2.2267 -1.2332
C -0.8719 1.3218 -1.2709
N -0.7011 1.3136 0.1382
H -2.6520 2.1957 -0.2620
H -1.7439 3.2517 -1.2845
H -2.8705 1.8490 -1.9187
H -0.9800 0.3133 -1.6905
H -0.0198 1.7852 -1.7753
H -0.0705 -2.4892 -1.7542
H 0.0793 -2.1246 -0.2905
O 0.4442 -2.7076 -0.9706
H 2.1571 -0.6892 0.9635
H 2.2239 -2.0785 0.4429
O 2.4609 -1.5823 1.2402
H -0.9353 0.0862 0.5535
H -1.5464 -0.8552 1.8046
O -1.0598 -0.9492 0.9796
H 1.8780 1.6542 1.4621
H 0.3201 1.4417 0.5589
O 1.5207 0.9634 0.8862
```

## Properties
Frontier orbital gap in eV: 5.84
Molar mass in g mol⁻¹: 115.13
2S+1: 1



## x
DFT (ωB97M-V with the def2-TZVPD basis set) results for 5 unconnected molecules or ions with the total composition C2H13NO4.

The geometry in XYZ format:
```
20
C2H13NO4 ωB97M-V with the def2-TZVPD basis set
C -1.7935 -1.2090 -2.9250
C -2.1272 -2.1265 -0.8613
N -2.4571 -1.1597 -1.6166
H -0.6869 -1.1992 -2.8501
H -2.2455 -0.7287 -3.7845
H -2.0008 -2.2332 -3.2854
H -2.7709 -2.4392 -0.0228
H -1.3216 -2.7582 -1.1859
H 4.0839 0.8854 1.3883
H 2.6781 1.0960 0.8589
O 3.5608 0.8428 0.5819
H 1.5010 3.5069 0.5923
H 1.6847 4.8664 1.3112
O 1.6130 3.9221 1.4500
H 2.0936 -1.2683 3.2480
H 1.1423 -1.0550 2.1307
O 1.1465 -1.1394 3.0884
H -1.4848 0.8829 1.3370
H -1.4422 0.2197 0.0995
O -1.1733 1.0943 0.4451
```

## Properties
Frontier orbital gap in eV: 10.60
Molar mass in g mol⁻¹: 115.13
SMILES: C=NC.O.O.O.O
2S+1: 1



The structure with the greatest stability is x.



## w
DFT (ωB97M-V with the def2-TZVPD basis set) results for 4 unconnected molecules or ions with the total composition C2H13NO4.

The geometry in XYZ format:
```
20
C2H13NO4 ωB97M-V with the def2-TZVPD basis set
C -2.6593 1.9436 -0.7799
O -2.2287 0.8926 -1.6481
C -2.1282 1.6419 0.6286
N -0.6848 1.3002 0.6166
H -2.2697 2.8860 -1.1364
H -3.7458 1.9739 -0.6741
H -2.1597 1.3099 -2.5114
H -2.3981 2.4557 1.3168
H -2.7168 0.8164 1.0170
H -0.4903 0.7384 1.4300
H -0.2478 2.1989 0.7923
H 2.9704 -2.2576 1.4938
H 3.0907 -0.7933 1.7867
O 2.8119 -1.6183 2.1996
H -0.7153 -3.3034 -1.8028
H -0.7667 -2.1156 -0.7755
O -0.6239 -3.0666 -0.8792
H 4.3693 -1.2307 -0.1791
H 5.3057 -2.3664 -0.4874
O 5.2874 -1.4057 -0.4073
```

## Properties
Frontier orbital gap in eV: 10.22
Molar mass in g mol⁻¹: 115.13
SMILES: NCCO.O.O.O
2S+1: 1



## x
DFT (ωB97M-V with the def2-TZVPD basis set) results for 4 unconnected molecules or ions with the total composition C2H13NO4.

The geometry in XYZ format:
```
20
C2H13NO4 ωB97M-V with the def2-TZVPD basis set
C -1.7088 2.3603 0.1141
O -1.4154 1.6961 -1.1489
C -0.9702 1.6961 1.2495
N 0.4440 1.7967 1.0408
H -1.3558 3.3794 0.0004
H -2.7977 2.3702 0.1182
H -1.8509 0.8581 -1.3309
H -1.1757 2.3531 2.1103
H -1.3703 0.7231 1.5528
H 0.8743 1.6976 0.1403
H 1.0577 1.3808 1.7188
H 3.5072 -3.7261 -1.4170
H 3.7215 -2.7163 -0.3299
O 3.0202 -3.2174 -0.7591
H 0.6923 -1.1808 -0.7935
H -0.2896 0.3370 -1.1953
O 0.1470 -0.4983 -1.1426
H -0.3386 -2.4898 -0.4358
H 0.1007 -3.8267 0.1229
O -0.2918 -2.9930 0.3851
```

## Properties
Frontier orbital gap in eV: 9.41
Molar mass in g mol⁻¹: 115.13
SMILES: NCCO.O.O.O
2S+1: 1



The structure with the greatest stability is w.



## w
DFT (ωB97M-V with the def2-TZVPD basis set) results for 2 unconnected molecules or ions with the total composition C2H2Cl3NS.

The geometry in XYZ format:
```
9
C2H2Cl3NS ωB97M-V with the def2-TZVPD basis set
C 2.7348 -1.2399 -0.9342
C -1.8882 0.4916 0.7379
N 2.3597 -0.1533 -0.6814
S 1.9806 1.2309 -0.2477
Cl -3.5169 0.6718 1.5048
Cl -1.9987 -0.9381 -0.2785
Cl -1.3606 1.9230 -0.1141
H -1.2591 0.1544 1.4607
H 2.9485 -2.1404 -1.4475
```

## Properties
Frontier orbital gap in eV: 9.20
Molar mass in g mol⁻¹: 178.47
SMILES: C#[N+][S-].ClC(Cl)Cl
2S+1: 1



## x
DFT (ωB97M-V with the def2-TZVPD basis set) results for a molecular structure, C2H2Cl3NS.

The geometry in XYZ format:
```
9
C2H2Cl3NS ωB97M-V with the def2-TZVPD basis set
C -0.2044 3.1793 -0.5012
C 3.0537 1.3828 1.3663
N 0.4778 2.1206 -0.7547
S 1.6156 1.0821 -0.4778
Cl 4.4704 0.9798 0.4107
Cl 2.6122 0.1887 2.5301
Cl 2.9163 2.9385 2.1508
H -0.2379 3.9423 0.2916
H -0.9825 3.4460 -1.1669
```

## Properties
Frontier orbital gap in eV: 8.28
Molar mass in g mol⁻¹: 178.47
2S+1: 1



The structure with the greatest stability is w.



## w
DFT (ωB97M-V with the def2-TZVPD basis set) results for 2 unconnected molecules or ions with the total composition C3H11N2.

The geometry in XYZ format:
```
16
C3H11N2 ωB97M-V with the def2-TZVPD basis set
C 2.1011 -0.6978 1.2045
C -0.1183 0.7379 -0.6670
C -1.4556 0.2015 -0.9635
N -2.5143 1.0210 -0.3699
N 0.8983 -1.3956 0.7454
H 2.5891 -1.3284 1.9374
H 1.8128 0.2194 1.7137
H -0.0333 1.5136 0.0900
H 0.6969 0.7283 -1.3911
H -1.6052 -0.8374 -0.6354
H -1.5847 0.2075 -2.0507
H -2.3303 1.3015 0.5879
H -2.7086 1.8424 -0.9299
H 0.3007 -0.8623 0.1111
H 1.1679 -2.2191 0.2142
H 2.7835 -0.4324 0.4032
```

## Properties
Frontier orbital gap in eV: 6.50
Molar mass in g mol⁻¹: 75.13
Total charge: +1
2S+1: 1



## x
DFT (ωB97M-V with the def2-TZVPD basis set) results for 2 unconnected molecules or ions with the total composition C3H11N2.

The geometry in XYZ format:
```
16
C3H11N2 ωB97M-V with the def2-TZVPD basis set
C 1.3655 1.6770 -0.4005
N 1.6639 0.2165 -0.3043
H 0.7655 2.0094 0.4456
H 0.8928 1.9864 -1.3260
H 2.3119 2.2421 -0.2964
H 2.3520 0.0374 0.4078
H 0.2621 -0.5735 0.0911
H 1.9552 0.0009 -1.2430
C -1.6329 -0.3017 1.1572
C -1.0417 -1.8565 -0.6491
N -0.7599 -0.9366 0.1466
H -1.3893 -0.5227 2.1674
H -1.6888 0.7925 0.9545
H -2.6759 -0.6797 1.0289
H -0.2767 -2.1731 -1.4204
H -2.1037 -1.9182 -0.7594
```

## Properties
Frontier orbital gap in eV: 10.01
Molar mass in g mol⁻¹: 75.13
Total charge: +1
2S+1: 1



The structure with the greatest stability is x.



## w
DFT (ωB97M-V with the def2-TZVPD basis set) results for 2 unconnected molecules or ions with the total composition C3H11N2.

The geometry in XYZ format:
```
16
C3H11N2 ωB97M-V with the def2-TZVPD basis set
C 2.5108 -1.4237 0.1896
N 1.4294 -0.6240 0.7936
C 0.8647 0.3937 0.2180
N -0.0687 1.1548 0.7552
H 2.1672 -2.4451 0.0781
H 3.3809 -1.3873 0.8417
H 2.7827 -0.9655 -0.7573
H 1.0979 -0.8889 1.7128
H 1.2039 0.6850 -0.7697
H -0.4799 0.9233 1.6527
H -0.6068 1.7324 0.1263
C -2.8581 0.5693 -0.9641
H -2.1116 0.4893 -1.7542
H -2.8621 1.5786 -0.5529
H -2.6275 -0.1344 -0.1670
H -3.8228 0.3426 -1.4026
```

## Properties
Frontier orbital gap in eV: 11.98
Molar mass in g mol⁻¹: 75.13
Total charge: +1
2S+1: 1



## x
DFT (ωB97M-V with the def2-TZVPD basis set) results for 2 unconnected molecules or ions with the total composition C3H11N2.

The geometry in XYZ format:
```
16
C3H11N2 ωB97M-V with the def2-TZVPD basis set
C -1.1698 -1.6518 -1.1757
C -0.4806 -0.5315 -1.1234
N -0.4706 0.3223 0.0519
C -0.4167 1.7782 -0.2501
H -1.7387 -1.9965 -0.3164
H -1.1921 -2.2501 -2.0717
H 0.1499 -0.1508 -1.9162
H -1.2914 0.1298 0.6206
H -0.4928 2.3234 0.6894
H 0.5177 2.0015 -0.7513
H -1.2473 2.0547 -0.8924
N 1.6204 -0.4118 1.4471
H 2.5309 -0.2640 1.0205
H 0.5097 0.0258 0.7177
H 1.5205 -1.4146 1.5909
H 1.6509 0.0354 2.3592
```

## Properties
Frontier orbital gap in eV: 11.14
Molar mass in g mol⁻¹: 75.13
Total charge: +1
2S+1: 1



The structure with the greatest stability is w.



## w
DFT (ωB97M-V with the def2-TZVPD basis set) results for 2 unconnected molecules or ions with the total composition C3H11N2.

The geometry in XYZ format:
```
16
C3H11N2 ωB97M-V with the def2-TZVPD basis set
C 0.2689 -2.0815 0.5604
N 1.3104 -1.0367 0.2779
H 0.7872 -3.0280 0.4266
H -0.5568 -2.0878 -0.1256
H -0.0645 -1.9645 1.5822
H 0.9042 -0.0729 0.0704
H 2.0636 -1.2798 0.9139
H 1.7603 -1.1001 -0.6423
C -1.7419 0.5895 -0.0080
C -0.8193 1.5389 -0.0426
N 0.4774 1.4451 -0.7412
H -1.7594 -0.1562 -0.8054
H -2.3838 0.3255 0.8149
H -0.8606 2.4563 0.5455
H 0.1553 1.1726 -1.6763
H 0.8660 2.3772 -0.7395
```

## Properties
Frontier orbital gap in eV: 9.95
Molar mass in g mol⁻¹: 75.13
Total charge: +1
2S+1: 1



## x
DFT (ωB97M-V with the def2-TZVPD basis set) results for 2 unconnected molecules or ions with the total composition C3H11N2.

The geometry in XYZ format:
```
16
C3H11N2 ωB97M-V with the def2-TZVPD basis set
C 0.8731 0.0274 2.6540
C 0.2272 -0.2812 -0.6053
C -0.6579 0.6154 -1.3904
N -0.3341 0.3375 -2.7535
N -0.3116 -0.5136 1.9588
H 0.9321 1.1172 2.6184
H 0.8247 -0.2801 3.6939
H -0.1745 -1.2945 -0.6758
H 1.3015 -0.2316 -0.7833
H -1.7176 0.4586 -1.2174
H -0.4754 1.6816 -1.2866
H -0.6549 -0.5425 -3.1390
H 0.6054 0.5757 -3.0470
H -0.1821 -0.6471 0.9311
H -0.4497 -1.4142 2.4123
H 1.8035 -0.2966 2.1798
```

## Properties
Frontier orbital gap in eV: 6.47
Molar mass in g mol⁻¹: 75.13
Total charge: +1
2S+1: 1



## y
DFT (ωB97M-V with the def2-TZVPD basis set) results for a gas-phase ion, C3H11N2 (charge +1).

The geometry in XYZ format:
```
16
C3H11N2 ωB97M-V with the def2-TZVPD basis set
N 1.8179 0.0052 -0.6919
C 1.1282 -0.0732 0.6537
C -0.1659 -0.8220 0.4372
N -0.9240 -0.0952 -0.5927
C -1.8963 0.8419 0.0196
H 1.2038 0.4518 -1.3805
H 2.0714 -0.9244 -1.0567
H 2.6472 0.5938 -0.6148
H 0.9574 0.9437 0.9700
H 1.8189 -0.6452 1.2729
H -0.7541 -0.8851 1.3549
H -0.0356 -1.8601 0.1268
H -1.5228 -0.7805 -1.0453
H -1.3819 1.5864 0.6385
H -2.4013 1.3585 -0.7803
H -2.5629 0.3044 0.6886
```

## Properties
Frontier orbital gap in eV: 10.35
Molar mass in g mol⁻¹: 75.13
Total charge: +1
SMILES: CNCC[NH3+]
2S+1: 1



The structure with the greatest stability is y.